# 1
The molecule C4H6S at a distorted geometry. Source: the OMol25 dataset; level of theory: wB97M-V/def2-TZVPD.

## Properties
- Molar mass: 86.16 g mol⁻¹
- SMILES: C=C/C=C/S
- Lowest unoccupied orbital energy: 0.724 eV
- Kohn-Sham gap: 9.2 eV
- ΔE to the lowest compared entry with this formula, charge and spin: 49.6 kcal per mole

CARTESIAN COORDINATES (ANGSTROEM)
C1 1.16 -0.28 0.74
C2 0.26 0.82 0.57
C3 0.56 -1.42 0.32
C4 -0.46 0.68 -0.53
S1 -1.94 1.65 -1.02
H1 2.14 -0.19 1.13
H2 0.50 1.69 1.22
H3 1.06 -2.31 0.05
H4 -0.50 -1.20 0.31
H5 -0.29 -0.01 -1.35
H6 -2.47 0.57 -1.44

List of Löwdin charges in e, atom by atom: C -0.173; C -0.212; C 0.008; C -0.507; S 0.701; H 0.087; H 0.122; H 0.053; H 0.054; H 0.062; H -0.195

***

# 2
The molecule C4H6S at a distorted geometry. Source: the OMol25 dataset; level of theory: wB97M-V/def2-TZVPD.

## Properties
- Molar mass: 86.16 g mol⁻¹
- SMILES: C#C[C@@H](C)S
- Lowest unoccupied orbital energy: 0.694 eV
- Kohn-Sham gap: 10.2 eV
- ΔE to the lowest compared entry with this formula, charge and spin: 82.3 kcal per mole

CARTESIAN COORDINATES (ANGSTROEM)
C1 0.02 1.38 0.05
C2 0.55 -0.08 -0.33
C3 -0.60 -0.98 -0.12
C4 -1.56 -1.64 0.05
H1 -0.19 1.25 0.99
H2 -0.99 1.63 -0.19
H3 0.56 2.33 -0.06
H4 0.53 -0.01 -1.39
H5 2.05 -1.35 1.28
H6 -2.71 -1.69 -0.20
S1 2.33 -0.84 -0.08

List of Löwdin charges in e, atom by atom: C -0.080; C -0.619; C -0.226; C 0.064; H -0.008; H 0.075; H 0.092; H 0.058; H -0.074; H 0.093; S 0.625

***

# 3
The molecule C4H6S at a distorted geometry. Source: the OMol25 dataset; level of theory: wB97M-V/def2-TZVPD.

## Properties
- Molar mass: 86.16 g mol⁻¹
- SMILES: C1=CSCC1
- Lowest unoccupied orbital energy: 0.916 eV
- Kohn-Sham gap: 8.7 eV
- ΔE to the lowest compared entry with this formula, charge and spin: 28.0 kcal per mole

CARTESIAN COORDINATES (ANGSTROEM)
C1 -0.19 -1.21 0.32
C2 -1.37 -0.47 -0.32
C3 -1.13 0.87 0.13
C4 0.17 1.31 0.09
H1 0.21 -1.97 -0.30
H2 -0.07 -1.59 1.36
H3 -1.15 -0.70 -1.36
H4 -2.28 -0.94 -0.05
H5 -1.94 1.45 0.62
H6 0.55 2.24 -0.20
S1 1.24 -0.09 -0.09

List of Löwdin charges in e, atom by atom: C -0.429; C -0.276; C -0.225; C -0.400; H 0.024; H 0.091; H 0.118; H 0.099; H 0.113; H 0.040; S 0.843

***

# 4
The molecule C4H6S2 at a distorted geometry. Source: the OMol25 dataset; level of theory: wB97M-V/def2-TZVPD.

## Properties
- Molar mass: 118.23 g mol⁻¹
- SMILES: C1S[C@@H]1[C@@H]1CS1
- Lowest unoccupied orbital energy: 0.695 eV
- Kohn-Sham gap: 9.5 eV
- ΔE to the lowest compared entry with this formula, charge and spin: 63.1 kcal per mole

CARTESIAN COORDINATES (ANGSTROEM)
C1 -0.32 0.68 -1.78
C2 0.40 -0.06 -0.71
C3 0.20 0.28 0.72
C4 -0.23 -0.66 1.71
H1 -1.27 1.32 -1.35
H2 0.28 0.85 -2.55
H3 1.39 -0.24 -1.11
H4 1.29 0.64 1.16
H5 0.50 -0.91 2.48
H6 -0.55 -1.72 1.42
S1 -0.50 -1.09 -1.70
S2 -1.20 0.91 1.70

List of Löwdin charges in e, atom by atom: C -0.377; C -0.741; C -0.688; C -0.471; H 0.144; H 0.006; H 0.092; H 0.168; H 0.072; H 0.106; S 0.858; S 0.831

***

# 5
The molecule C4H6S2 at a distorted geometry. Source: the OMol25 dataset; level of theory: wB97M-V/def2-TZVPD.

## Properties
- Molar mass: 118.23 g mol⁻¹
- SMILES: C[C@H]1CSC1=S
- Lowest unoccupied orbital energy: -0.167 eV
- Kohn-Sham gap: 8.5 eV
- ΔE to the lowest compared entry with this formula, charge and spin: 38.5 kcal per mole

CARTESIAN COORDINATES (ANGSTROEM)
C1 -0.03 1.23 -0.64
C2 0.04 0.09 0.49
C3 -1.07 -1.04 0.52
C4 1.25 -0.73 0.12
H1 1.08 1.61 -0.74
H2 -0.61 2.20 -0.38
H3 -0.60 0.86 -1.57
H4 0.18 0.87 1.39
H5 -1.96 -0.72 -0.18
H6 -1.43 -1.56 1.40
S1 0.27 -2.16 -0.45
S2 2.88 -0.65 0.05

List of Löwdin charges in e, atom by atom: C -0.105; C -0.507; C -0.281; C -1.126; H 0.093; H 0.084; H 0.093; H 0.169; H 0.100; H 0.054; S 0.803; S 0.623

***

# 6
A structure of composition C4H6S2 at a distorted geometry. Source: the OMol25 dataset; level of theory: wB97M-V/def2-TZVPD.

## Properties
- Molar mass: 118.23 g mol⁻¹
- Lowest unoccupied orbital energy: -0.802 eV
- Kohn-Sham gap: 7.8 eV
- ΔE to the lowest compared entry with this formula, charge and spin: 152.4 kcal per mole

CARTESIAN COORDINATES (ANGSTROEM)
C1 1.15 -1.50 -0.66
C2 -0.02 -0.80 0.01
C3 -0.58 0.31 0.33
C4 -1.23 1.60 0.59
H1 -0.18 -3.27 0.07
H2 1.21 -2.04 -1.78
H3 2.23 -0.77 -0.49
H4 -0.77 2.34 1.42
H5 -2.24 1.45 1.14
H6 0.29 3.01 0.08
S1 1.24 -2.98 0.33
S2 -1.11 2.65 -1.03

List of Löwdin charges in e, atom by atom: C -0.653; C -0.187; C -0.147; C -0.646; H -0.043; H 0.114; H 0.161; H 0.079; H 0.092; H 0.104; S 0.590; S 0.536

***

# 7
The molecule C4H6S2 at a distorted geometry. Source: the OMol25 dataset; level of theory: wB97M-V/def2-TZVPD.

## Properties
- Molar mass: 118.23 g mol⁻¹
- 2S+1: 3
- Lowest unoccupied orbital energy (spin up / spin down): 0.704 / -2.980 eV
- Kohn-Sham gap (spin up / spin down): 5.7 / 6.3 eV
- ΔE to the lowest compared entry with this formula, charge and spin: 93.2 kcal per mole
- <S²>: 2.007

CARTESIAN COORDINATES (ANGSTROEM)
C1 -1.58 -1.36 -1.14
C2 -0.90 -0.58 -0.61
C3 1.42 0.22 0.01
C4 -0.24 0.27 0.34
S1 -0.46 -0.27 2.07
S2 -0.78 2.11 0.02
H1 -2.08 -2.15 -1.77
H2 1.43 0.09 -1.08
H3 2.10 0.97 0.43
H4 1.73 -0.74 0.32
H5 0.85 -0.35 2.42
H6 -1.48 1.79 -1.04

List of Löwdin charges in e, atom by atom: C 0.095; C -0.335; C -0.118; C -1.089; S 0.719; S 0.770; H 0.069; H 0.068; H 0.074; H 0.034; H -0.130; H -0.156

***

# 8
A structure of composition C4H7AgLiO2 at a distorted geometry. Source: the OMol25 dataset; level of theory: wB97M-V/def2-TZVPD.

## Properties
- Molar mass: 201.91 g mol⁻¹
- 2S+1: 3
- Net charge: +1
- Lowest unoccupied orbital energy (spin up / spin down): -3.714 / -5.613 eV
- Kohn-Sham gap (spin up / spin down): 6.2 / 8.8 eV
- ΔE to the lowest compared entry with this formula, charge and spin: 0.0 kcal per mole
- <S²>: 2.004

CARTESIAN COORDINATES (ANGSTROEM)
O1 1.77 0.93 -0.58
C1 0.74 1.56 -0.39
C2 -0.55 0.94 0.01
Li1 3.60 1.34 -0.48
H1 0.77 2.66 -0.45
H2 -0.84 1.32 1.00
H3 -1.29 1.35 -0.70
C3 -1.84 -1.14 0.46
C4 -0.57 -0.58 -0.09
O2 -2.21 -2.35 -0.04
H4 -2.16 -0.90 1.48
H5 0.34 -1.02 0.35
H6 -0.44 -0.98 -1.14
H7 -3.11 -2.56 0.22
Ag1 5.79 -0.56 0.34

List of Löwdin charges in e, atom by atom: O -0.091; C -0.202; C -0.149; Li 0.601; H 0.140; H 0.143; H 0.145; C -0.191; C -0.207; O 0.006; H 0.114; H 0.119; H 0.144; H 0.107; Ag 0.322

***

# 9
A structure of composition C4H7AuO2 at a distorted geometry. Source: the OMol25 dataset; level of theory: wB97M-V/def2-TZVPD.

## Properties
- Molar mass: 284.06 g mol⁻¹
- 2S+1: 3
- Net charge: +2
- Lowest unoccupied orbital energy (spin up / spin down): -11.100 / -13.630 eV
- Kohn-Sham gap (spin up / spin down): 8.4 / 6.8 eV
- ΔE to the lowest compared entry with this formula, charge and spin: 86.9 kcal per mole
- <S²>: 2.035

CARTESIAN COORDINATES (ANGSTROEM)
H1 -0.62 2.66 0.99
O1 1.23 2.10 0.33
C1 0.12 1.84 0.92
H2 0.27 1.12 1.76
C2 -0.89 0.49 -0.31
C3 -0.53 -0.89 -0.38
C4 0.54 -1.91 -0.52
H3 -1.84 0.66 0.21
H4 -0.86 1.00 -1.28
H5 -1.35 -1.44 0.12
H6 0.12 -1.18 -1.65
H7 0.21 -2.95 -0.35
O2 1.72 -1.64 -0.03
Au1 1.89 0.16 0.18

List of Löwdin charges in e, atom by atom: H 0.164; O -0.137; C -0.119; H 0.127; C 0.016; C -0.076; C -0.152; H 0.143; H 0.148; H 0.181; H 0.307; H 0.200; O -0.149; Au 1.345

***

# 10
The molecule C4H7BO2 at a distorted geometry. Source: the OMol25 dataset; level of theory: wB97M-V/def2-TZVPD.

## Properties
- Molar mass: 97.91 g mol⁻¹
- SMILES: C=CC(=C)B(O)O
- Lowest unoccupied orbital energy: 0.169 eV
- Kohn-Sham gap: 8.3 eV
- ΔE to the lowest compared entry with this formula, charge and spin: 31.5 kcal per mole

CARTESIAN COORDINATES (ANGSTROEM)
B1 1.82 -0.08 -0.09
C1 -2.14 -0.42 -0.87
C2 -0.30 0.60 1.46
C3 -0.86 0.07 -0.95
C4 0.06 0.22 0.14
O1 2.54 0.43 0.86
O2 2.08 -0.98 -1.00
H1 -2.76 -0.64 -1.69
H2 -2.65 -0.75 -0.03
H3 -1.17 1.13 1.64
H4 0.40 0.53 2.24
H5 -0.47 0.25 -2.02
H6 3.50 0.57 0.92
H7 2.88 -1.42 -0.92

List of Löwdin charges in e, atom by atom: B -0.660; C 0.029; C 0.066; C -0.177; C -0.158; O 0.216; O 0.238; H 0.026; H 0.024; H 0.030; H 0.032; H 0.123; H 0.127; H 0.083